[1]
{
  "formula": "C39H67O11P",
  "method": "ωB97M-V/def2-TZVPD",
  "elements": ["C", "C", "C", "C", "C", "C", "P", "C", "C", "C", "C", "C", "C", "C", "C", "C", "C", "C", "O", "C", "C", "H", "H", "H", "H", "H", "H", "H", "H", "H", "H", "H", "H", "H", "H", "H", "H", "H", "H", "H", "H", "H", "H", "H", "H", "H", "H", "H", "O", "C", "O", "C", "C", "C", "H", "H", "H", "H", "H", "H", "H", "H", "O", "C", "O", "C", "C", "C", "H", "H", "H", "H", "H", "H", "H", "H", "O", "C", "O", "C", "C", "C", "H", "H", "H", "H", "H", "H", "H", "H", "O", "C", "O", "C", "C", "C", "H", "H", "H", "H", "H", "H", "H", "H", "O", "C", "O", "C", "C", "C", "H", "H", "H", "H", "H", "H", "H", "H"],
  "positions_angstrom": [[5.314, -2.370, -0.230], [3.881, -2.328, 0.463], [3.759, -1.873, 1.969], [2.377, -1.856, 2.716], [1.040, -2.252, 1.994], [-0.308, -2.199, 2.863], [-1.864, -1.781, 1.871], [-2.617, -3.534, 2.017], [-2.885, -4.244, 0.586], [-1.715, -4.954, -0.138], [-1.810, -5.669, -1.550], [-3.199, -5.673, -2.236], [-4.400, -4.977, -1.519], [-4.288, -4.267, -0.116], [-5.592, -3.586, 0.559], [-1.299, 0.050, 1.730], [-1.534, 0.711, 0.276], [-0.174, 1.500, -0.104], [-2.581, 1.761, 0.374], [1.143, -2.663, 0.507], [2.536, -2.714, -0.226], [5.694, -1.336, -0.569], [6.097, -2.748, 0.533], [5.385, -3.108, -1.116], [4.721, -1.557, 2.502], [2.401, -1.541, 3.812], [-0.354, -3.153, 3.488], [-0.156, -1.334, 3.620], [-3.011, -1.290, 2.628], [-1.916, -1.946, 0.422], [-3.669, -3.426, 2.490], [-2.048, -4.273, 2.674], [-0.692, -4.965, 0.393], [-0.852, -6.130, -1.967], [-3.282, -6.186, -3.261], [-5.419, -4.989, -2.028], [-6.378, -3.279, -0.211], [-5.308, -2.719, 1.255], [-6.094, -4.382, 1.230], [-1.938, 0.669, 2.473], [-0.207, 0.219, 2.077], [-1.895, -0.010, -0.532], [-0.091, 2.524, 0.427], [-0.212, 1.693, -1.233], [0.726, 0.833, 0.175], [-3.223, 1.620, -0.365], [0.208, -2.937, -0.086], [2.615, -3.050, -1.324], [5.772, 0.874, -0.770], [4.914, 1.400, -1.448], [4.950, 2.724, -1.674], [4.106, 3.407, -2.615], [2.781, 3.777, -1.981], [3.748, 0.605, -1.963], [3.985, 2.825, -3.532], [4.636, 4.319, -2.897], [2.222, 2.890, -1.671], [2.166, 4.345, -2.681], [2.942, 4.379, -1.083], [2.978, 0.554, -1.191], [4.093, -0.406, -2.192], [3.322, 0.997, -2.884], [1.026, -7.756, -1.043], [0.731, -8.026, 0.102], [1.680, -8.049, 1.055], [1.412, -8.158, 2.460], [1.278, -9.609, 2.876], [-0.671, -8.432, 0.458], [0.543, -7.558, 2.743], [2.271, -7.716, 2.971], [0.437, -10.094, 2.377], [1.132, -9.688, 3.956], [2.176, -10.169, 2.600], [-0.796, -9.500, 0.273], [-1.362, -7.869, -0.171], [-0.948, -8.203, 1.485], [0.308, 2.485, 4.083], [-0.625, 3.218, 4.327], [-0.628, 3.955, 5.454], [-1.577, 4.992, 5.739], [-2.828, 4.423, 6.377], [-1.834, 3.247, 3.434], [-1.792, 5.584, 4.847], [-1.089, 5.667, 6.446], [-3.341, 3.731, 5.707], [-3.522, 5.224, 6.645], [-2.574, 3.861, 7.279], [-2.512, 2.442, 3.718], [-1.506, 3.092, 2.404], [-2.364, 4.198, 3.445], [-1.678, 0.294, -3.020], [-2.514, 0.819, -3.721], [-2.457, 2.142, -3.965], [-3.271, 2.822, -4.932], [-4.606, 3.219, -4.335], [-3.678, 0.030, -4.251], [-3.378, 2.229, -5.843], [-2.722, 3.723, -5.214], [-5.184, 2.345, -4.026], [-5.197, 3.787, -5.057], [-4.457, 3.832, -3.442], [-4.465, -0.002, -3.495], [-3.340, -0.987, -4.458], [-4.081, 0.414, -5.186], [3.682, 6.151, -3.969], [3.431, 7.125, -3.291], [4.273, 8.173, -3.281], [3.978, 9.442, -2.679], [4.327, 9.438, -1.205], [2.235, 7.144, -2.380], [2.942, 9.735, -2.865], [4.602, 10.177, -3.194], [3.734, 8.706, -0.654], [4.155, 10.423, -0.766], [5.376, 9.167, -1.063], [2.497, 6.669, -1.434], [1.430, 6.580, -2.855], [1.840, 8.141, -2.195]],
  "atomic_forces_ev_per_a": [[0.29, -0.33, 0.30], [-3.47, 0.23, 2.13], [-3.07, -1.09, -1.81], [0.97, -0.86, -3.57], [3.33, 0.18, -1.54], [1.87, 0.15, 0.70], [0.40, 0.59, 0.46], [-2.07, -2.57, -1.04], [-0.19, -1.70, -2.53], [-2.21, -0.13, -1.54], [-3.34, 2.23, 2.42], [1.09, 1.50, 3.22], [2.76, 0.09, 1.64], [2.39, -1.14, -1.82], [0.60, -1.13, 0.20], [0.01, 1.76, -0.24], [1.05, 1.27, 1.04], [-0.38, -0.58, -0.77], [-0.38, -1.10, -0.87], [3.04, 0.87, 1.74], [0.52, 0.94, 2.79], [-0.91, -1.52, 0.55], [-1.37, 0.58, -1.06], [-0.47, 1.21, 1.37], [-1.69, -0.51, -0.73], [-0.27, -0.47, -1.74], [-0.20, 1.15, -1.00], [-0.31, -1.36, -1.25], [0.41, -0.33, -0.32], [0.09, 0.25, 0.58], [1.72, -0.17, -0.58], [-0.62, 0.97, -0.91], [-1.77, 0.01, -0.92], [-1.69, 0.63, 0.53], [-0.16, 1.00, 1.85], [1.57, 0.02, 0.78], [1.31, -0.28, 0.97], [-0.41, -1.17, -1.31], [0.77, 1.21, -1.00], [0.95, -1.10, -1.20], [-1.73, -0.31, -0.82], [0.97, 0.69, 1.10], [-0.31, -1.84, -0.59], [0.32, -0.23, 1.54], [-1.29, 1.14, -0.58], [0.96, 0.17, 0.96], [1.47, 0.44, 0.90], [-0.42, 0.56, 1.93], [-0.34, 0.73, -0.46], [0.08, -0.40, 0.47], [0.57, 0.00, 0.05], [-0.20, 0.18, 0.00], [-0.20, -0.22, 0.12], [0.03, -0.29, -0.62], [-0.03, -0.06, 0.12], [0.11, -0.27, 0.15], [0.00, 0.03, -0.07], [0.12, -0.09, 0.01], [0.06, -0.02, -0.09], [0.03, -0.01, -0.05], [-0.05, 0.09, 0.29], [-0.15, 0.13, 0.15], [0.10, -0.08, 0.93], [-0.13, -0.13, -0.75], [0.41, 0.38, -0.10], [-0.06, -0.20, 0.11], [-0.09, -0.19, -0.10], [-0.47, 0.42, 0.23], [-0.02, -0.08, -0.11], [-0.02, 0.04, -0.30], [-0.02, 0.08, 0.10], [0.02, 0.02, -0.06], [-0.02, 0.13, 0.08], [0.04, 0.06, 0.02], [0.14, -0.23, -0.09], [0.07, -0.20, 0.06], [-0.52, 0.68, 0.51], [0.24, -0.76, -0.40], [0.52, 0.23, 0.24], [-0.20, -0.08, 0.05], [-0.13, -0.18, -0.02], [0.04, 0.54, -0.51], [-0.02, -0.14, -0.01], [0.17, -0.21, -0.12], [0.00, 0.12, -0.02], [0.05, -0.04, -0.01], [0.03, 0.14, -0.05], [0.02, 0.08, -0.02], [-0.08, -0.25, 0.20], [-0.14, -0.09, 0.17], [-0.45, 0.71, -0.48], [0.19, -0.55, 0.50], [0.52, 0.19, -0.01], [-0.25, 0.07, 0.02], [-0.13, -0.09, 0.15], [0.03, -0.33, -0.63], [-0.02, -0.06, 0.12], [0.14, -0.20, 0.17], [0.00, 0.03, -0.12], [0.05, -0.03, 0.04], [0.05, 0.02, -0.14], [0.03, 0.01, -0.06], [-0.03, 0.11, 0.30], [-0.15, 0.13, 0.14], [0.03, 1.01, 0.34], [0.05, -0.71, -0.13], [0.21, 0.02, -0.50], [0.01, 0.07, 0.28], [-0.01, -0.16, 0.16], [-0.63, 0.30, -0.22], [0.02, -0.13, 0.04], [-0.01, -0.29, -0.12], [-0.04, 0.11, -0.03], [0.02, -0.05, -0.04], [-0.07, 0.10, -0.08], [-0.02, 0.07, -0.06], [0.23, -0.11, 0.13], [0.15, 0.00, 0.18]],
  "smiles": "Cc1ccc(C[PH2](Cc2ccccc2C)C[C@H](C)O)cc1.CCOC(C)=O.CCOC(C)=O.CCOC(C)=O.CCOC(C)=O.CCOC(C)=O",
  "total_energy_ha": -2694.817922,
  "homo_ev": -7.7570,
  "relative_energy_ev": 0.000,
  "lumo_energy_ev": 0.40,
  "gap_ev": 8.16
}

[2]
{
  "formula": "H16O8",
  "method": "ωB97M-V/def2-TZVPD",
  "elements": ["H", "H", "H", "H", "H", "H", "H", "H", "H", "H", "H", "H", "H", "H", "H", "H", "O", "O", "O", "O", "O", "O", "O", "O"],
  "positions_angstrom": [[-0.164, 1.220, 0.226], [-0.993, 0.044, -0.099], [1.125, -0.349, 1.630], [1.614, -1.746, 1.418], [0.799, 3.945, -3.107], [0.431, 2.607, -2.474], [-3.855, -0.478, 0.085], [-3.373, -1.850, 0.542], [-1.067, -1.953, -0.713], [0.283, -2.320, -0.038], [-0.688, -2.560, 3.570], [0.206, -1.409, 2.881], [1.348, 3.092, 1.474], [1.829, 1.751, 2.269], [1.197, 0.278, -2.649], [1.561, 0.192, -4.145], [-0.245, 0.527, -0.429], [0.843, -1.217, 1.242], [1.046, 3.029, -3.128], [-4.091, -1.364, 0.140], [-0.231, -1.604, -0.444], [-0.323, -1.628, 3.660], [1.310, 2.138, 1.459], [1.439, -0.344, -3.370]],
  "atomic_forces_ev_per_a": [[0.36, 0.71, 0.12], [-0.17, -0.48, -0.04], [-0.38, -0.70, -0.91], [0.91, -0.58, 0.22], [-0.14, 0.71, -0.07], [0.81, 0.45, -0.86], [0.80, 2.41, -0.05], [0.23, 0.08, 0.19], [-0.81, -1.00, -0.84], [-0.95, 0.14, -0.75], [0.93, 1.95, -0.12], [-0.45, -0.67, -0.27], [0.28, 0.30, 0.40], [-1.45, 1.74, -2.29], [0.17, -0.68, -0.64], [0.07, 0.50, -0.41], [-0.10, 3.05, -0.25], [2.45, 2.24, 3.72], [-0.74, -1.24, 0.98], [-1.01, -2.48, -0.10], [-0.85, -3.10, -2.01], [-0.93, -1.54, 0.77], [1.21, -1.93, 2.05], [-0.27, 0.10, 1.13]],
  "smiles": "O.O.O.O.O.O.O.O",
  "total_energy_ha": -611.394536,
  "homo_ev": -10.2562,
  "relative_energy_ev": 5.118,
  "lumo_energy_ev": -0.13,
  "gap_ev": 10.13
}